[1]
Molecular formula: C34H70N4O24S6
Method: DFT, ωB97M-V with the def2-TZVPD basis set

ORCA input file:
```
! RIJCOSX wB97M-V def2-TZVPD def2/J DEFGRID3
* xyz 0 1
H 6.034 -3.980 -5.133
N 5.061 -3.728 -4.996
C 4.989 -2.594 -4.478
C 3.729 -1.917 -4.160
C 3.332 -2.088 -2.693
O 3.004 -0.867 -2.068
C 4.058 0.048 -1.976
C 4.034 1.185 -3.005
C 2.717 1.465 -3.687
C 1.993 2.614 -3.068
C 1.496 2.364 -1.673
C 0.917 3.641 -1.101
O 5.299 -0.616 -2.029
C 6.275 -0.120 -1.121
C 7.643 -0.350 -1.715
O 8.436 -1.219 -0.934
C 9.453 -0.579 -0.199
C 8.938 0.303 0.912
C 2.103 -2.992 -2.488
S 2.300 -4.588 -3.333
C 0.827 -2.430 -3.133
C -0.025 -1.624 -2.178
C -1.110 -2.431 -1.503
C -2.321 -1.615 -1.168
N -2.155 -0.987 0.151
C -1.888 0.380 0.036
N -2.863 1.158 -0.659
N -0.855 0.835 0.562
H -0.828 1.840 0.399
O 1.814 -3.135 -1.130
C 2.808 -3.753 -0.350
C 2.383 -3.783 1.089
C 2.217 -2.435 1.745
C 3.384 -1.503 1.638
C 3.062 -0.199 2.382
H 5.885 -2.036 -4.271
H 3.916 -0.890 -4.379
H 2.982 -2.243 -4.847
H 4.142 -2.608 -2.214
H 3.985 0.493 -1.001
H 4.810 1.018 -3.722
H 4.309 2.081 -2.488
H 2.088 0.602 -3.779
H 2.937 1.776 -4.689
H 1.181 2.938 -3.692
H 2.679 3.437 -3.017
H 2.314 2.072 -1.050
H 0.754 1.591 -1.675
H 1.466 4.487 -1.435
H -0.098 3.733 -1.427
H 0.907 3.608 -0.028
H 6.135 0.927 -0.921
H 6.223 -0.713 -0.231
H 8.152 0.581 -1.878
H 7.509 -0.791 -2.677
H 10.028 -1.368 0.234
H 10.093 -0.019 -0.853
H 7.959 -0.019 1.183
H 9.548 0.239 1.787
H 8.852 1.314 0.579
H 3.414 -5.089 -2.824
H 1.068 -1.796 -3.960
H 0.257 -3.275 -3.446
H 0.583 -1.096 -1.481
H -0.508 -0.880 -2.789
H -1.415 -3.204 -2.191
H -0.717 -2.916 -0.638
H -3.189 -2.245 -1.160
H -2.454 -0.870 -1.931
H -3.006 -1.099 0.690
H -3.313 1.777 0.004
H -2.451 1.718 -1.390
H 3.738 -3.212 -0.391
H 2.989 -4.774 -0.651
H 1.475 -4.340 1.169
H 3.138 -4.338 1.618
H 2.074 -2.626 2.792
H 1.323 -1.945 1.427
H 4.255 -1.923 2.098
H 3.572 -1.252 0.613
H 3.119 0.642 1.720
H 2.067 -0.211 2.761
H 3.734 -0.058 3.198
O -0.476 -8.015 0.344
S -0.144 -8.944 -0.666
O -0.524 -10.301 -0.572
O 1.430 -8.849 -0.933
C 1.687 -8.550 -2.313
C 0.483 -7.752 -2.751
O -0.623 -8.385 -2.082
H 1.768 -9.491 -2.860
H 2.614 -7.993 -2.408
H 0.333 -7.776 -3.826
H 0.548 -6.718 -2.415
O -4.679 2.011 2.285
S -5.529 1.002 2.808
O -5.514 0.660 4.176
O -5.317 -0.315 1.930
C -6.568 -0.742 1.359
C -7.353 0.538 1.197
O -7.025 1.309 2.371
H -7.051 -1.426 2.058
H -6.396 -1.249 0.416
H -8.423 0.371 1.145
H -7.032 1.099 0.319
O 2.023 -2.033 7.356
S 1.791 -0.718 6.893
O 2.786 0.280 6.984
O 0.443 -0.186 7.564
C -0.496 0.207 6.552
C -0.168 -0.678 5.372
O 1.266 -0.766 5.387
H -0.332 1.261 6.320
H -1.510 0.067 6.913
H -0.502 -0.268 4.430
H -0.577 -1.683 5.497
O -9.638 4.331 -2.309
S -8.600 3.786 -1.523
O -8.350 2.393 -1.490
O -8.763 4.320 -0.033
C -7.563 4.999 0.394
C -6.982 5.556 -0.883
O -7.230 4.528 -1.860
H -6.895 4.266 0.853
H -7.798 5.774 1.113
H -5.917 5.749 -0.810
H -7.499 6.464 -1.197
O -6.934 7.467 2.199
S -8.005 7.578 3.120
O -8.823 6.475 3.438
O -8.911 8.808 2.668
C -9.005 9.777 3.726
C -7.700 9.631 4.477
O -7.451 8.216 4.469
H -9.861 9.523 4.352
H -9.140 10.769 3.308
H -7.758 9.991 5.498
H -6.879 10.129 3.958
*
```

The calculation puts the HOMO-LUMO gap at 9.149 eV. The calculation puts the total energy at -156497.77212 eV. The value obtained for the HOMO energy is -9.02 eV. The SMILES is [H]/N=C/C[C@@H](O[C@H](CCCCC)OCCOCC)[C@](S)(CCCCN/C(N)=N/[H])OCCCCC.O=S1(=O)OCCO1.O=S1(=O)OCCO1.O=S1(=O)OCCO1.O=S1(=O)OCCO1.O=S1(=O)OCCO1.

---

[2]
Molecular formula: C8H15AuClINO2P
Method: DFT, ωB97M-V with the def2-TZVPD basis set

ORCA input file:
```
! RIJCOSX wB97M-V def2-TZVPD def2/J DEFGRID3
* xyz 2 3
C 4.732 2.302 -0.419
C 3.372 2.005 0.128
H 5.404 2.432 0.433
H 4.664 3.263 -0.957
H 5.166 1.529 -1.072
O 3.009 2.242 1.278
I 0.961 2.673 -3.464
Au 1.945 1.464 -1.276
P -0.178 2.362 -0.247
C -0.283 2.000 1.529
C -0.072 4.172 -0.278
H -1.758 2.006 -2.046
H -2.571 2.713 -0.590
H -2.074 0.965 -0.625
C -1.822 1.985 -0.951
H -0.046 4.513 -1.322
H -0.942 4.596 0.251
H -0.966 2.725 2.002
H 0.721 2.070 1.972
H 0.858 4.484 0.215
H -0.673 0.971 1.638
C 2.129 0.063 0.081
O 2.145 -0.693 0.947
Cl 0.246 -0.020 -2.364
C -1.444 -3.269 0.412
C -1.433 -1.826 0.558
N -1.457 -0.672 0.682
H -0.438 -3.636 0.157
H -2.174 -3.567 -0.359
H -1.734 -3.752 1.358
*
```

The calculation puts the HOMO-LUMO gap (spin up / spin down) at 6.683 / 6.444 eV. The calculation puts the total energy at -47708.21514 eV. The value obtained for the HOMO energy (spin up / spin down) is -16.49 / -17.25 eV.

---

[3]
Molecular formula: CH3Br2ClSi
Method: DFT, ωB97M-V with the def2-TZVPD basis set

ORCA input file:
```
! RIJCOSX wB97M-V def2-TZVPD def2/J DEFGRID3
* xyz 0 1
Cl -2.345 0.678 0.029
C -1.116 -0.505 -0.316
Si 0.833 0.252 0.467
Br 1.401 2.251 -0.179
Br 2.317 -1.074 -0.610
H -1.403 -1.424 0.248
H -1.068 -0.477 -1.399
H 1.380 0.300 1.760
*
```

The calculation puts the HOMO-LUMO gap at 10.258 eV. The calculation puts the total energy at -161572.08939 eV. The value obtained for the HOMO energy is -10.00 eV. The SMILES is ClC[SiH](Br)Br.

---

[4]
Molecular formula: C18H16NOPt
Method: DFT, ωB97M-V with the def2-TZVPD basis set

ORCA input file:
```
! RIJCOSX wB97M-V def2-TZVPD def2/J DEFGRID3
* xyz -1 1
Pt -0.395 1.751 -0.433
C 1.582 3.393 -0.345
C 0.527 4.179 0.170
C -0.098 3.798 1.356
C 0.345 2.672 2.066
C 1.394 1.907 1.561
C 2.021 2.260 0.357
H 2.084 3.691 -1.256
H 0.203 5.067 -0.355
H -0.933 4.373 1.730
H -0.138 2.390 2.991
H 1.725 1.029 2.102
H 2.850 1.673 -0.015
O -2.187 1.852 -0.462
C -3.733 -2.471 0.991
C -3.348 -1.280 1.602
C -2.267 -0.562 1.136
C -1.520 -1.006 0.038
C -1.932 -2.191 -0.582
C -3.013 -2.915 -0.107
N -0.426 -0.284 -0.440
C 0.677 -0.979 -0.898
C 1.468 -0.480 -1.949
C 2.606 -1.141 -2.374
C 3.009 -2.330 -1.774
C 2.245 -2.835 -0.730
C 1.110 -2.176 -0.293
H -4.586 -3.031 1.357
H -3.905 -0.901 2.452
H -1.994 0.380 1.596
H -1.390 -2.542 -1.451
H -3.300 -3.830 -0.613
H 1.160 0.447 -2.420
H 3.183 -0.724 -3.192
H 3.899 -2.848 -2.111
H 2.541 -3.754 -0.236
H 0.537 -2.580 0.532
*
```

The calculation puts the HOMO-LUMO gap at 5.432 eV. The calculation puts the total energy at -25707.21126 eV. The value obtained for the HOMO energy is -2.50 eV.